(1)
{"formula": "C33H90O12", "method": "ωB97M-V/def2-TZVPD", "elements": ["O", "H", "H", "C", "C", "C", "O", "H", "H", "H", "H", "H", "H", "H", "H", "C", "C", "C", "O", "H", "H", "H", "H", "H", "H", "H", "H", "C", "C", "C", "O", "H", "H", "H", "H", "H", "H", "H", "H", "C", "C", "C", "O", "H", "H", "H", "H", "H", "H", "H", "H", "C", "C", "C", "O", "H", "H", "H", "H", "H", "H", "H", "H", "C", "C", "C", "O", "H", "H", "H", "H", "H", "H", "H", "H", "C", "C", "C", "O", "H", "H", "H", "H", "H", "H", "H", "H", "C", "C", "C", "O", "H", "H", "H", "H", "H", "H", "H", "H", "C", "C", "C", "O", "H", "H", "H", "H", "H", "H", "H", "H", "C", "C", "C", "O", "H", "H", "H", "H", "H", "H", "H", "H", "C", "C", "C", "O", "H", "H", "H", "H", "H", "H", "H", "H"], "coordinates": [[0.78, 1.26, 4.49], [0.22, 0.98, 5.23], [1.58, 1.62, 4.91], [3.43, 1.02, -3.26], [3.20, 2.42, -2.67], [4.12, 2.93, -1.58], [3.38, 3.37, -3.75], [2.77, 0.28, -2.77], [4.47, 0.71, -3.15], [3.15, 0.93, -4.31], [2.17, 2.43, -2.28], [3.68, 3.85, -1.19], [5.15, 3.00, -1.91], [4.04, 2.15, -0.81], [2.82, 3.17, -4.51], [0.03, -4.74, 1.25], [-0.02, -6.17, 1.81], [-0.86, -6.16, 3.10], [-0.79, -6.98, 0.88], [-0.88, -4.16, 1.40], [0.27, -4.84, 0.20], [0.78, -4.17, 1.83], [0.97, -6.59, 1.87], [-0.40, -5.65, 3.96], [-1.07, -7.17, 3.46], [-1.80, -5.64, 2.94], [-1.64, -6.52, 0.76], [-4.65, 1.54, -0.26], [-5.70, 1.97, -1.24], [-5.85, 0.99, -2.37], [-6.97, 1.98, -0.54], [-3.65, 1.52, -0.70], [-4.89, 0.56, 0.17], [-4.56, 2.20, 0.61], [-5.44, 2.98, -1.55], [-6.24, 0.03, -2.03], [-4.82, 0.79, -2.70], [-6.45, 1.35, -3.20], [-7.09, 2.90, -0.27], [-3.43, -3.15, -0.46], [-3.28, -4.54, -1.06], [-2.01, -4.63, -1.88], [-3.23, -5.52, -0.02], [-2.61, -2.89, 0.20], [-4.38, -2.98, 0.06], [-3.47, -2.47, -1.32], [-4.14, -4.72, -1.72], [-1.63, -5.65, -1.84], [-1.26, -3.96, -1.47], [-2.18, -4.30, -2.91], [-3.70, -5.17, 0.74], [5.79, -2.94, -1.17], [4.43, -2.84, -1.83], [3.60, -4.12, -1.84], [3.67, -1.76, -1.23], [6.30, -3.89, -1.32], [5.71, -2.74, -0.10], [6.39, -2.14, -1.60], [4.64, -2.51, -2.85], [3.08, -4.27, -2.80], [2.79, -4.27, -1.13], [4.27, -4.99, -1.77], [4.01, -1.61, -0.33], [-5.08, -0.88, 4.67], [-4.99, -1.44, 3.25], [-3.68, -1.15, 2.56], [-5.23, -2.83, 3.28], [-5.45, 0.15, 4.75], [-4.15, -0.91, 5.25], [-5.75, -1.51, 5.25], [-5.78, -0.92, 2.69], [-3.39, -0.11, 2.47], [-3.66, -1.53, 1.54], [-2.99, -1.76, 3.17], [-6.18, -2.97, 3.30], [2.79, 2.65, 1.79], [2.43, 3.67, 2.84], [3.04, 5.03, 2.62], [1.01, 3.79, 2.81], [2.33, 2.83, 0.82], [2.29, 1.71, 2.07], [3.85, 2.43, 1.65], [2.67, 3.34, 3.86], [2.70, 5.77, 3.34], [2.72, 5.44, 1.66], [4.12, 4.95, 2.55], [0.58, 3.05, 3.25], [5.17, 0.45, 3.50], [5.76, 0.21, 2.12], [6.67, -1.01, 2.14], [4.72, 0.01, 1.14], [5.88, 0.55, 4.32], [4.54, -0.43, 3.69], [4.60, 1.38, 3.59], [6.37, 1.06, 1.77], [7.47, -0.79, 2.86], [7.20, -1.19, 1.20], [6.15, -1.94, 2.36], [3.88, -0.19, 1.57], [-1.60, 1.87, -3.76], [-1.67, 1.90, -5.26], [-2.90, 1.27, -5.87], [-1.66, 3.33, -5.59], [-0.67, 2.32, -3.39], [-1.60, 0.82, -3.45], [-2.39, 2.34, -3.18], [-0.75, 1.47, -5.66], [-2.93, 1.47, -6.94], [-3.84, 1.66, -5.47], [-2.88, 0.19, -5.69], [-1.29, 3.44, -6.48], [-1.69, 5.53, 0.32], [-1.30, 5.36, -1.13], [0.05, 4.65, -1.18], [-2.29, 4.53, -1.74], [-0.83, 5.96, 0.85], [-1.84, 4.60, 0.87], [-2.56, 6.17, 0.45], [-1.26, 6.31, -1.66], [0.04, 3.62, -0.82], [0.82, 5.15, -0.58], [0.38, 4.52, -2.22], [-2.10, 4.41, -2.68], [-0.01, -0.92, 1.66], [0.30, -0.43, 0.27], [-0.41, 0.88, -0.10], [1.72, -0.14, 0.11], [0.57, -1.77, 2.03], [-1.05, -1.26, 1.66], [0.17, -0.11, 2.38], [0.02, -1.11, -0.54], [-0.37, 1.61, 0.72], [-1.49, 0.75, -0.24], [0.06, 1.27, -0.99], [2.04, -0.66, -0.64]], "spin_multiplicity": 1, "smiles": "CC(C)O.CC(C)O.CC(C)O.CC(C)O.CC(C)O.CC(C)O.CC(C)O.CC(C)O.CC(C)O.CC(C)O.CC(C)O.O", "orbital_gap_ev": 9.74, "e_tot_ha": -2214.11140, "e_above_lowest_ev": 1.429}

---

(2)
{"formula": "C33H97O42P9S2", "method": "ωB97M-V/def2-TZVPD", "elements": ["O", "S", "O", "O", "C", "C", "C", "H", "H", "H", "H", "H", "H", "H", "H", "O", "S", "O", "O", "C", "C", "C", "H", "H", "H", "H", "H", "H", "H", "H", "C", "O", "P", "O", "O", "C", "O", "C", "H", "H", "H", "H", "H", "H", "H", "H", "H", "C", "O", "P", "O", "O", "C", "O", "C", "H", "H", "H", "H", "H", "H", "H", "H", "H", "C", "O", "P", "O", "O", "C", "O", "C", "H", "H", "H", "H", "H", "H", "H", "H", "H", "C", "O", "P", "O", "O", "C", "O", "C", "H", "H", "H", "H", "H", "H", "H", "H", "H", "C", "O", "P", "O", "O", "C", "O", "C", "H", "H", "H", "H", "H", "H", "H", "H", "H", "C", "O", "P", "O", "O", "C", "O", "C", "H", "H", "H", "H", "H", "H", "H", "H", "H", "C", "O", "P", "O", "O", "C", "O", "C", "H", "H", "H", "H", "H", "H", "H", "H", "H", "C", "O", "P", "O", "O", "C", "O", "C", "H", "H", "H", "H", "H", "H", "H", "H", "H", "C", "O", "P", "O", "O", "C", "O", "C", "H", "H", "H", "H", "H", "H", "H", "H", "H"], "coordinates": [[-4.17, -2.19, 2.70], [-4.81, -0.91, 2.69], [-5.72, -0.51, 3.75], [-3.65, 0.20, 2.49], [-4.00, 1.61, 2.56], [-3.64, 2.32, 1.29], [-5.69, -0.68, 1.09], [-3.48, 2.02, 3.42], [-5.08, 1.70, 2.66], [-2.61, 2.66, 1.21], [-4.22, 3.25, 1.22], [-3.88, 1.77, 0.38], [-6.33, 0.21, 1.15], [-6.35, -1.55, 1.10], [-5.03, -0.72, 0.24], [0.05, -3.26, 3.40], [-0.72, -3.33, 4.63], [-0.15, -3.42, 5.95], [-1.61, -2.02, 4.67], [-2.57, -1.72, 5.67], [-1.95, -0.76, 6.65], [-2.07, -4.58, 4.45], [-2.88, -2.61, 6.23], [-3.47, -1.27, 5.27], [-2.48, -0.54, 7.57], [-1.88, 0.17, 6.08], [-0.95, -1.12, 6.93], [-1.67, -5.59, 4.38], [-2.75, -4.33, 3.64], [-2.64, -4.60, 5.38], [4.98, 0.02, -8.14], [3.60, -0.27, -8.36], [2.44, 0.59, -7.71], [2.88, 1.57, -6.69], [1.55, 1.16, -8.94], [1.21, 0.34, -10.05], [1.44, -0.52, -7.15], [1.67, -1.14, -5.89], [5.47, 0.02, -9.12], [5.47, -0.67, -7.46], [5.06, 1.06, -7.81], [0.14, 0.29, -10.22], [1.56, -0.68, -9.88], [1.69, 0.69, -10.97], [0.75, -1.10, -5.31], [2.46, -0.71, -5.27], [1.71, -2.20, -6.12], [2.36, -6.98, -2.98], [2.84, -5.67, -3.23], [2.98, -4.64, -2.01], [1.82, -4.59, -1.10], [4.39, -4.97, -1.36], [5.47, -5.52, -2.10], [3.29, -3.28, -2.71], [2.93, -2.04, -2.13], [1.35, -7.11, -3.35], [2.27, -7.13, -1.90], [2.94, -7.85, -3.27], [5.14, -6.38, -2.68], [6.27, -5.83, -1.43], [5.86, -4.79, -2.82], [3.82, -1.47, -1.85], [2.25, -2.03, -1.28], [2.39, -1.41, -2.84], [-0.48, 2.68, 8.29], [0.22, 3.28, 7.20], [-0.19, 2.91, 5.71], [-1.58, 2.53, 5.46], [0.44, 4.12, 4.88], [0.04, 4.29, 3.53], [0.84, 1.71, 5.42], [0.57, 0.73, 4.41], [-0.93, 3.44, 8.93], [0.19, 2.13, 8.94], [-1.34, 2.11, 7.93], [0.88, 4.07, 2.88], [-0.22, 5.34, 3.40], [-0.85, 3.77, 3.17], [0.82, 1.16, 3.44], [-0.50, 0.57, 4.33], [1.03, -0.25, 4.52], [2.63, 2.70, -3.36], [3.85, 3.18, -3.86], [5.28, 2.65, -3.34], [5.32, 1.23, -2.95], [5.80, 3.68, -2.22], [5.14, 3.70, -0.96], [6.28, 3.03, -4.49], [6.08, 2.40, -5.73], [1.91, 2.71, -4.19], [2.24, 3.28, -2.52], [2.57, 1.64, -3.10], [4.98, 4.72, -0.61], [5.76, 3.12, -0.27], [4.14, 3.28, -1.03], [5.21, 2.67, -6.32], [6.04, 1.31, -5.63], [6.95, 2.45, -6.40], [-1.88, 7.89, 1.56], [-0.79, 7.72, 2.48], [0.58, 8.47, 2.16], [0.51, 9.92, 1.95], [1.12, 7.71, 0.89], [1.69, 6.41, 0.92], [1.51, 8.05, 3.40], [1.03, 7.58, 4.67], [-2.30, 6.91, 1.33], [-1.58, 8.30, 0.59], [-2.57, 8.56, 2.06], [1.77, 5.93, 1.89], [2.69, 6.58, 0.51], [1.11, 5.79, 0.23], [1.16, 8.46, 5.29], [1.52, 6.67, 5.00], [-0.04, 7.34, 4.66], [-6.70, 1.55, -4.90], [-7.19, 1.91, -3.61], [-6.54, 1.19, -2.32], [-6.38, -0.27, -2.50], [-5.18, 1.98, -2.11], [-3.94, 1.48, -2.58], [-7.48, 1.75, -1.18], [-8.58, 0.93, -0.75], [-6.29, 0.54, -4.86], [-5.95, 2.20, -5.35], [-7.54, 1.50, -5.58], [-3.69, 1.87, -3.57], [-3.93, 0.39, -2.60], [-3.13, 1.70, -1.88], [-8.48, -0.08, -1.13], [-9.53, 1.38, -1.04], [-8.54, 0.83, 0.34], [-0.98, -0.80, 1.47], [0.36, -0.48, 1.05], [0.55, 0.62, -0.10], [1.94, 0.69, -0.61], [-0.55, 0.28, -1.19], [-0.60, -1.01, -1.84], [-0.02, 1.98, 0.51], [0.11, 3.22, -0.18], [-1.40, -1.50, 0.76], [-1.55, 0.13, 1.46], [-1.13, -1.17, 2.48], [-0.26, -1.78, -1.16], [0.02, -1.02, -2.75], [-1.63, -1.17, -2.14], [0.49, 3.04, -1.18], [0.93, 3.70, 0.36], [-0.72, 3.92, -0.09], [6.12, -1.32, 1.45], [6.01, -2.64, 1.99], [4.98, -2.86, 3.22], [4.83, -1.73, 4.13], [3.64, -3.40, 2.51], [2.71, -2.48, 1.97], [5.54, -4.20, 3.87], [5.67, -5.41, 3.12], [5.45, -0.59, 1.89], [5.76, -1.47, 0.42], [7.13, -0.91, 1.34], [3.01, -2.21, 0.95], [2.63, -1.52, 2.47], [1.71, -2.89, 1.89], [4.83, -6.05, 3.39], [6.62, -5.87, 3.38], [5.62, -5.24, 2.05], [-3.76, -6.37, -2.26], [-3.81, -4.95, -2.09], [-3.73, -4.38, -0.59], [-3.87, -2.93, -0.50], [-4.82, -5.28, 0.16], [-5.12, -5.09, 1.54], [-2.34, -5.01, -0.09], [-1.46, -4.34, 0.82], [-3.31, -6.91, -1.43], [-3.15, -6.68, -3.11], [-4.75, -6.77, -2.48], [-5.89, -4.33, 1.61], [-4.26, -4.71, 2.09], [-5.49, -5.97, 2.06], [-1.05, -5.04, 1.55], [-1.98, -3.57, 1.38], [-0.64, -3.90, 0.25]], "spin_multiplicity": 1, "smiles": "CCOS(C)(=O)=O.CCOS(C)(=O)=O.COP(=O)(OC)OC.COP(=O)(OC)OC.COP(=O)(OC)OC.COP(=O)(OC)OC.COP(=O)(OC)OC.COP(=O)(OC)OC.COP(=O)(OC)OC.COP(=O)(OC)OC.COP(=O)(OC)OC", "orbital_gap_ev": 10.19, "e_tot_ha": -8344.93888, "e_above_lowest_ev": 0.000}